Entry 1:
86
Properties=species:S:1:pos:R:3:forces:R:3 method="wB97M-V/def2-TZVPD" smiles="CCCCC[N@@H+]1C[C@](Cc2cccc(C)c2)(N=C(C)C)N(C(F)(F)C(F)(F)F)[C@@H](P(=O)(O)O)[C@]1(CP(=O)(O)O)N(C)C(C)=O" homo_energy_ev=-10.696 homo_lumo_gap_ev=7.74 total_charge=+1
C -5.484951 -0.813248 0.448928 0.182 -0.027 -0.474
C -5.186701 -0.348434 -0.992406 0.076 -0.203 0.452
C -3.672959 -0.122562 -1.196468 -0.382 -0.786 -0.571
C -2.892261 -1.488838 -1.128934 -0.765 0.870 -0.146
C -1.887842 -1.609002 0.011931 -1.701 -0.055 0.440
N -0.543272 -0.943658 -0.090258 -0.728 0.491 0.096
C -0.645699 0.559398 -0.103108 0.326 -0.280 0.991
C 0.783210 1.242088 -0.005938 -1.130 -0.357 -2.690
C 0.525964 2.397133 0.984739 0.195 0.289 0.651
C 0.393971 2.060102 2.466564 0.310 0.528 0.254
C -0.140881 0.929607 3.049474 -0.464 -0.781 -1.176
C -0.233200 0.744326 4.412219 -0.171 -0.331 0.150
C 0.219754 1.721172 5.267216 -0.263 -0.446 -0.101
C 0.753715 2.880305 4.716403 -0.032 0.594 1.664
C 1.263556 3.959055 5.667672 0.666 -0.570 -0.886
C 0.823514 3.042488 3.356999 0.134 0.383 -0.387
N 1.030918 1.733556 -1.377796 -0.261 1.718 1.993
C 0.710462 2.906692 -1.767783 0.377 0.499 -0.961
C 1.724319 4.054449 -1.826301 -0.523 -0.162 -0.982
C -0.675509 3.323178 -2.296424 0.220 -0.108 0.683
N 1.871828 0.313444 0.319206 -0.752 -0.308 0.734
C 3.141037 0.896030 0.597762 1.981 1.453 0.101
F 3.295959 2.154649 0.073402 -0.993 -0.146 0.069
F 4.174547 0.254111 0.020762 -0.787 -0.891 -0.026
C 3.555430 1.120108 2.132723 1.440 -0.498 0.429
F 3.577556 2.426335 2.440829 -0.713 -0.210 -0.023
F 4.822340 0.714100 2.299465 -0.302 -0.003 -0.208
F 2.818415 0.452739 3.014140 -0.357 0.392 -0.285
C 1.854167 -1.064421 -0.159237 -0.167 -1.099 -0.300
P 2.338574 -2.174971 1.280895 2.389 -1.255 1.912
O 3.684833 -1.855804 1.725443 0.114 1.309 -0.352
O 1.333795 -2.054324 2.569269 -0.734 -0.468 -1.749
O 2.469541 -3.772320 0.924481 -1.596 0.871 -0.150
C 0.545958 -1.482525 -0.965734 1.388 -1.291 -0.339
C 0.446614 -3.054016 -0.991055 0.425 1.182 0.401
P -0.735579 -3.961092 -2.030774 -1.515 -2.786 -0.359
O -1.927403 -4.384290 -1.301883 -0.117 0.845 0.925
O -1.185035 -3.327452 -3.447496 1.122 0.165 0.509
O 0.040640 -5.355201 -2.404571 0.191 1.567 -0.444
N 0.663207 -1.019831 -2.319537 -1.312 -0.036 -0.254
C -0.324778 -0.330666 -3.133635 0.167 0.986 -1.460
C 1.752567 -1.455024 -3.178838 2.213 1.140 -0.029
C 1.835606 -2.744228 -3.992606 -0.583 -0.547 0.128
O 2.686461 -0.690140 -3.302158 -0.875 -0.561 0.246
H -5.096537 -1.827550 0.614799 -0.124 0.170 0.008
H -6.563605 -0.846663 0.624509 0.225 0.094 0.172
H -4.981344 -0.153543 1.167817 -0.354 -0.024 -0.010
H -5.557413 -1.113380 -1.690843 0.185 0.191 0.040
H -5.739612 0.569432 -1.226568 0.169 -0.105 0.130
H -3.337284 0.593513 -0.437255 0.058 0.017 -0.307
H -3.556043 0.262822 -2.220246 0.227 0.386 0.421
H -3.670490 -2.235040 -0.930072 0.511 -0.186 0.023
H -2.531123 -1.716222 -2.134918 0.284 -0.197 0.362
H -2.366225 -1.101717 0.867941 0.311 0.073 -0.201
H -1.849076 -2.648395 0.361094 0.775 0.124 -0.530
H -0.184864 -1.085024 0.865262 0.256 -0.127 -0.229
H -1.185866 0.940047 -0.962806 0.381 -0.320 -0.132
H -1.274000 0.791653 0.764617 0.259 -0.088 -0.119
H 1.278647 3.188447 0.904231 0.044 -0.382 -0.129
H -0.423457 2.895781 0.725306 0.223 -0.308 -0.419
H -0.538437 0.130403 2.421715 0.157 0.025 0.201
H -0.668040 -0.181421 4.782247 0.095 0.189 0.042
H 0.119134 1.544811 6.335192 0.231 0.336 -0.097
H 1.983192 3.483790 6.345759 -0.327 0.220 0.152
H 1.854679 4.663270 5.069406 -0.331 0.220 0.349
H 0.460926 4.450019 6.221086 0.175 -0.017 -0.071
H 1.236187 3.985904 3.000157 0.003 -0.243 -0.148
H 1.606366 4.700372 -0.943647 0.119 -0.313 -0.017
H 1.477360 4.688449 -2.689426 0.210 -0.013 0.222
H 2.744886 3.688262 -1.942516 -0.152 0.019 0.362
H -0.590178 4.066122 -3.093490 -0.094 -0.257 0.027
H -1.280562 2.463764 -2.598878 0.132 0.183 -0.056
H -1.199428 3.825935 -1.463992 0.085 -0.067 -0.191
H 2.705650 -1.266816 -0.828918 -0.213 0.195 0.081
H 0.580738 -2.656982 2.450163 -0.065 0.134 0.530
H 1.887335 -4.311646 1.478678 0.220 -0.265 -0.154
H 0.220492 -3.382339 0.031284 -0.025 -0.422 -0.423
H 1.453699 -3.413185 -1.231304 -0.281 -0.060 0.087
H -0.885501 -3.873773 -4.185207 -0.227 0.211 -0.167
H 0.349583 -5.356562 -3.320192 0.304 -0.412 0.168
H 0.084096 0.645703 -3.443440 -0.078 -0.206 0.324
H -1.316448 -0.119945 -2.734117 0.284 -0.483 0.413
H -0.473514 -0.856678 -4.091076 -0.176 -0.196 0.417
H 1.026913 -2.828249 -4.727886 0.049 0.136 0.219
H 1.819640 -3.642903 -3.359113 -0.119 0.274 -0.049
H 2.777142 -2.793483 -4.542938 -0.104 0.421 0.225

=====

Entry 2:
75
Properties=species:S:1:pos:R:3:forces:R:3 method="wB97M-V/def2-TZVPD" s_squared=0.768 homo_energy_ev="-19.509 / -19.509" homo_lumo_gap_ev="6.68 / 4.23" total_charge=+4 multiplicity=2
Ir 0.065219 0.072865 0.284642 -0.188 2.396 -2.780
N -0.604561 0.847884 2.257284 0.850 -1.140 -0.011
C -0.401172 2.320211 2.336961 -0.194 0.230 -0.031
C -0.652888 2.873001 0.967531 -0.211 0.603 0.013
N 0.323587 2.296431 0.019994 -0.683 -1.490 0.612
C 1.718917 2.746090 0.301681 0.132 0.183 0.081
C 2.490030 1.707275 1.065181 0.372 0.215 0.129
N 2.209309 0.388102 0.457127 -0.681 -0.465 0.366
C -0.054089 2.564637 -1.381445 0.115 0.250 -0.376
C 0.711973 1.636724 -2.284681 -0.068 0.281 -0.072
N 0.412531 0.239978 -1.868733 0.087 -1.014 0.788
H -1.597353 0.657483 2.366298 0.019 -0.064 -0.037
H -0.147218 0.410456 3.054981 -0.161 0.017 0.101
H 0.603355 2.519291 2.695682 -0.052 0.095 0.049
H -1.089522 2.786557 3.043264 -0.033 -0.202 0.099
H -0.621925 3.966340 0.974985 0.193 -0.008 -0.102
H -1.649200 2.582819 0.628664 0.034 0.068 0.005
H 1.720831 3.686138 0.856851 -0.168 0.033 -0.061
H 2.220484 2.950218 -0.642290 -0.034 0.029 -0.003
H 2.213164 1.661563 2.114514 0.016 -0.102 -0.006
H 3.553140 1.953229 1.028363 0.031 -0.130 -0.019
H 2.713674 -0.318290 0.989037 -0.026 -0.091 -0.084
H 2.600260 0.364948 -0.482536 0.128 -0.048 0.042
H 0.143069 3.605043 -1.656478 0.033 0.032 0.152
H -1.124752 2.395455 -1.484415 0.011 0.036 0.059
H 1.788184 1.796411 -2.235730 0.000 -0.030 -0.011
H 0.418425 1.814642 -3.319913 0.041 -0.177 -0.039
H 1.125517 -0.388881 -2.233176 -0.071 -0.022 -0.135
H -0.464193 -0.041476 -2.300197 0.004 -0.027 -0.109
C -3.763509 0.528218 2.011121 -0.175 0.252 -0.008
C -3.720941 1.228390 0.670084 0.184 -0.169 0.078
C -4.537437 2.336726 0.480868 -0.016 0.074 0.019
C -4.658522 2.936163 -0.763396 0.138 0.069 0.068
C -3.977920 2.406294 -1.847027 -0.096 0.004 -0.042
C -3.160704 1.288862 -1.710686 0.056 -0.224 -0.034
C -2.640468 0.636223 -2.972773 -0.002 0.288 0.035
C -2.974997 0.764010 -0.424902 -0.452 -0.013 -0.073
N -2.030343 -0.314521 -0.190585 1.068 0.657 0.290
C -2.387195 -1.536042 -0.296258 -0.512 -0.041 0.191
C -3.712922 -2.004246 -0.781565 -0.082 0.008 0.082
C -1.374681 -2.547792 0.128529 -0.059 -0.297 -0.052
C -1.845270 -3.877717 0.595886 0.076 -0.180 -0.371
N -0.152288 -2.152119 0.082234 0.634 0.856 1.233
C 0.902029 -3.116045 0.302746 -0.010 -0.240 -0.275
C 1.203531 -4.035688 -0.749553 -0.058 0.075 0.116
C 0.540348 -4.018880 -2.068156 0.036 0.015 -0.055
C 2.200110 -5.060064 -0.534407 -0.032 0.075 -0.099
C 2.867624 -5.160682 0.649282 0.140 0.015 0.153
C 2.554830 -4.256920 1.667155 -0.008 -0.067 -0.114
C 1.583572 -3.200124 1.495199 -0.134 0.010 0.154
C 1.296820 -2.311539 2.660774 0.078 -0.087 0.073
H -3.683461 1.243328 2.834673 0.098 -0.036 0.000
H -3.021601 -0.262911 2.131125 -0.157 -0.131 -0.002
H -4.743492 0.067016 2.148294 0.029 -0.094 -0.030
H -5.090414 2.729044 1.326176 -0.093 -0.051 -0.041
H -5.306119 3.793244 -0.891602 0.019 0.013 -0.006
H -4.106184 2.840005 -2.832022 -0.084 -0.031 0.002
H -1.990984 1.305929 -3.543561 0.092 -0.070 0.035
H -3.479161 0.435085 -3.640250 -0.003 -0.099 0.021
H -2.144506 -0.320601 -2.799270 -0.084 -0.067 -0.063
H -4.323623 -1.185180 -1.151236 0.023 0.008 0.018
H -4.259428 -2.505492 0.022834 0.004 -0.005 -0.001
H -3.586094 -2.742807 -1.578153 0.031 -0.008 0.013
H -2.646557 -3.741342 1.327191 0.000 0.051 -0.009
H -1.050942 -4.467127 1.044937 -0.006 0.004 0.027
H -2.283710 -4.456959 -0.223363 -0.040 0.022 0.009
H -0.130988 -3.180924 -2.226344 -0.025 -0.013 -0.002
H -0.012253 -4.958249 -2.211932 0.001 -0.001 0.013
H 1.295801 -4.034291 -2.863053 0.012 -0.034 0.015
H 2.403533 -5.755981 -1.340906 -0.027 0.034 -0.033
H 3.620830 -5.922736 0.804201 -0.046 -0.034 0.042
H 3.022350 -4.367444 2.640013 0.040 0.074 -0.011
H 2.103559 -2.342466 3.391170 -0.012 -0.011 0.015
H 0.385863 -2.641651 3.172807 -0.001 -0.012 -0.004
H 1.135918 -1.280739 2.342651 -0.044 -0.047 0.005

=====

Entry 3:
83
Properties=species:S:1:pos:R:3:forces:R:3 method="wB97M-V/def2-TZVPD" s_squared=6.019 homo_energy_ev="-12.497 / -12.475" relative_energy_kcal_mol=0.00 homo_lumo_gap_ev="7.03 / 5.07" total_charge=+2 multiplicity=5
Os -0.999428 0.910711 -0.037835 -0.429 0.460 -0.189
C 0.293696 1.804283 3.933106 -0.061 -0.045 0.049
N -0.602381 1.136161 2.990171 0.079 -0.052 -0.018
C -1.473649 1.990938 2.201800 -0.005 -0.294 0.115
C -0.474851 -0.156451 2.616620 -0.027 0.026 -0.051
N -0.924299 -0.491421 1.387106 0.083 -0.168 0.109
C -1.663622 -1.709559 1.225105 0.065 0.097 0.048
C -2.282015 -2.232339 2.336975 -0.031 -0.066 -0.049
C -2.975947 -3.451164 2.311871 0.042 0.051 -0.029
C -3.095745 -4.111999 1.132216 0.004 0.000 -0.013
C -2.606861 -3.538781 -0.066619 -0.034 -0.046 0.008
C -2.970369 -4.179076 -1.274458 0.009 0.008 0.004
C -2.726866 -3.580285 -2.467856 0.028 0.008 0.001
C -2.047472 -2.354019 -2.488781 0.061 -0.004 0.044
C -1.549142 -1.758439 -1.352372 0.054 0.076 -0.015
N -0.848576 -0.515216 -1.481970 0.024 -0.024 0.188
C -0.351181 -0.143016 -2.674984 0.007 0.159 -0.114
N 0.365142 -0.953047 -3.470140 -0.047 0.066 0.050
C 1.060137 -2.114131 -2.935477 -0.073 -0.049 0.060
C 0.263678 -0.922695 -4.928068 -0.014 -0.024 -0.005
N -0.544356 1.145100 -3.048207 0.024 -0.117 0.043
C -1.523076 1.929788 -2.320203 -0.010 -0.188 -0.033
C 0.324725 1.877995 -3.965731 -0.041 -0.035 -0.101
C -1.864668 -2.317724 -0.063337 -0.056 -0.029 0.021
N 0.128473 -1.027397 3.436059 0.036 0.089 0.032
C -0.057186 -1.006955 4.887103 0.013 0.000 -0.026
C 0.741429 -2.249894 2.934659 -0.002 -0.024 -0.059
H 0.666043 2.724808 3.484487 -0.001 0.010 0.003
H 1.139023 1.164034 4.167308 0.021 -0.003 -0.004
H -0.226846 2.060680 4.855786 0.015 -0.001 0.015
H -1.680978 2.912195 2.745225 0.083 0.037 -0.063
H -2.432555 1.514705 2.004858 0.037 0.076 0.060
H -0.955005 2.407370 1.265976 -0.024 -0.137 0.062
H -2.230988 -1.695544 3.273963 -0.016 0.014 0.020
H -3.415057 -3.839336 3.219747 -0.009 -0.010 0.019
H -3.626594 -5.052205 1.071687 -0.011 -0.008 -0.001
H -3.506021 -5.116592 -1.219133 -0.011 -0.016 -0.002
H -3.066907 -4.020638 -3.394908 0.000 0.000 -0.004
H -1.924906 -1.863853 -3.442724 0.034 0.043 -0.071
H 1.183131 -2.012216 -1.859798 0.006 -0.008 0.005
H 2.039717 -2.172546 -3.409034 0.010 -0.018 -0.008
H 0.508127 -3.033002 -3.139011 -0.009 -0.032 0.004
H -0.505036 -0.223178 -5.240775 -0.009 0.012 -0.025
H -0.017626 -1.919865 -5.272067 -0.010 0.009 -0.007
H 1.213928 -0.654510 -5.389058 0.008 -0.006 -0.008
H -2.454443 1.386608 -2.171758 0.040 0.083 -0.048
H -1.754465 2.836680 -2.878994 0.043 0.023 0.062
H -1.114520 2.396696 -1.352460 0.108 -0.102 -0.104
H 1.233844 1.314518 -4.152093 0.018 0.026 0.007
H 0.594749 2.834949 -3.517122 -0.023 0.001 -0.021
H -0.179638 2.074492 -4.912482 0.019 0.000 0.004
H -0.740587 -0.215843 5.177074 -0.017 0.025 0.010
H 0.894149 -0.878698 5.403017 -0.004 -0.002 0.011
H -0.488836 -1.963963 5.188250 0.004 0.016 0.012
H 0.915284 -2.173098 1.864546 -0.003 -0.013 0.038
H 0.102508 -3.112850 3.128526 0.010 -0.023 -0.009
H 1.694584 -2.384258 3.446071 -0.007 -0.019 -0.002
Se -4.172272 0.127384 -0.112281 0.002 -0.046 0.025
Se -6.152656 1.112992 -0.042089 0.000 -0.067 -0.014
Te -5.641320 3.697066 0.029546 0.070 0.114 0.007
Se -3.283384 3.797540 0.064011 -0.149 0.060 -0.069
C 2.147168 0.464035 0.970248 0.041 0.009 0.016
N 1.488189 1.433367 0.051993 -0.043 -0.040 -0.063
C 1.843867 2.803371 0.511040 -0.029 0.022 0.027
N 3.274966 3.007187 0.577561 -0.018 -0.005 0.004
C 3.854437 2.014679 1.486166 0.030 0.006 0.048
N 3.581874 0.644537 1.036222 -0.030 0.016 -0.014
C 4.141261 0.479427 -0.307934 0.040 -0.045 -0.009
N 3.563252 1.442838 -1.247635 -0.027 -0.003 0.010
C 2.128502 1.254310 -1.278888 0.015 -0.014 -0.022
C 3.842746 2.796594 -0.756483 0.033 0.037 -0.028
H 1.913500 -0.545317 0.619595 0.011 0.042 0.004
H 1.736629 0.601682 1.970359 0.008 -0.005 -0.023
H 1.409588 2.958194 1.500022 0.004 0.010 0.013
H 1.401306 3.523964 -0.181626 0.001 -0.002 0.003
H 3.436187 2.153907 2.485864 0.007 0.003 -0.008
H 4.932400 2.164810 1.538782 -0.011 0.004 0.003
H 3.936321 -0.534197 -0.658882 0.002 -0.004 -0.003
H 5.220887 0.620460 -0.267195 -0.006 -0.001 -0.001
H 1.905818 0.243715 -1.632731 0.024 0.071 0.027
H 1.692773 1.988180 -1.954929 0.029 -0.024 0.042
H 3.417273 3.526133 -1.447985 0.003 0.005 0.001
H 4.921035 2.946237 -0.714569 -0.005 0.004 -0.002

=====

| no. | calculated total energy (a.u.) |
| --- | --- |
| 1 | -2943.44077 |
| 2 | -1447.34365 |
| 3 | -9125.89591 |